Record 1
85
Properties=species:S:1:pos:R:3 method="wB97M-V/def2-TZVPD" total_charge=+4 homo_lumo_gap_ev="2.92 / 2.89" total_energy_ha=-2425.93387 lumo_ev="-14.42 / -14.44" relative_energy_kj_mol=0.0
Zr 0.1933 0.2620 0.0028
P -1.5491 1.0469 -1.9430
P 2.2043 -0.5962 -1.4334
P 0.3510 2.9402 0.1532
H 1.0808 -0.9453 2.3930
C 0.7852 0.1100 2.3099
C -0.5995 0.4646 2.3309
H -1.3515 -0.3251 2.4767
C -2.4902 -0.3222 -2.6987
C -1.1290 1.9511 -3.4802
C -2.9489 2.0273 -1.2871
C 3.5147 -1.2229 -0.3329
C 1.9090 -2.0424 -2.5156
C 3.0397 0.5680 -2.5686
C -0.8323 3.8894 1.1756
C 0.4579 4.0711 -1.2772
C 1.8804 3.4944 0.9606
H 1.5738 0.7651 2.6864
H -0.9741 1.4231 2.7027
H -3.2016 -0.7344 -1.9750
H -1.8140 -1.1223 -3.0234
H -3.0450 0.0509 -3.5709
H -0.3579 1.3953 -4.0275
H -0.7623 2.9604 -3.2750
H -2.0279 2.0152 -4.1092
H -3.6244 1.3784 -0.7167
H -3.4979 2.4802 -2.1235
H -2.5914 2.8231 -0.6244
H 4.5099 -0.9777 -0.7230
H 3.4170 -2.3097 -0.2299
H 3.4171 -0.8173 0.6832
H 2.8099 -2.3073 -3.0861
H 1.1011 -1.8215 -3.2254
H 1.6085 -2.9133 -1.9179
H 3.8138 0.0568 -3.1564
H 3.5044 1.3885 -2.0062
H 2.3055 1.0038 -3.2610
H -0.3996 4.8888 1.3091
H -0.9666 3.4236 2.1548
H -1.8071 3.9831 0.6902
H 0.9891 4.9743 -0.9503
H -0.5357 4.3581 -1.6340
H 1.0263 3.6092 -2.0893
H 1.7915 4.5634 1.1763
H 2.7467 3.3280 0.3127
H 2.0217 2.9401 1.8868
C 4.6662 1.7635 2.3425
C 5.9665 1.2312 2.2278
C 6.9707 1.7270 3.0676
C 6.7233 2.7714 3.9642
C 5.4566 3.3663 3.9831
C 4.4404 2.8833 3.1595
O 3.5395 1.1164 1.8446
H 3.5679 0.8769 0.8832
H 6.1657 0.4092 1.5389
H 7.9693 1.2865 3.0332
H 7.4951 3.1223 4.6612
H 5.2560 4.2062 4.6435
H 3.4427 3.3267 3.1766
C -4.0264 -5.0074 0.0767
N -2.7520 -4.3473 -0.1163
N -2.6358 -2.9967 -0.0524
C -1.3217 -2.6682 -0.0818
O -0.8941 -1.4381 -0.0549
C -0.5956 -3.8792 -0.1370
C -1.5248 -4.9007 -0.1145
C -1.3242 -6.3661 -0.0841
C -3.7964 -2.1535 -0.0071
C -3.9084 -1.1673 0.9758
C -4.9983 -0.2919 0.9582
C -5.9913 -0.4359 -0.0190
C -5.8999 -1.4536 -0.9784
C -4.7910 -2.3078 -0.9818
H -3.8406 -6.0840 0.1035
H -4.7064 -4.8093 -0.7587
H -4.5058 -4.7053 1.0199
H 0.4797 -3.9447 -0.1369
H -1.6717 -6.8253 0.8560
H -1.8213 -6.8716 -0.9271
H -0.2450 -6.5562 -0.1658
H -3.1539 -1.1278 1.7625
H -5.0668 0.4897 1.7199
H -6.8241 0.2648 -0.0682
H -6.6834 -1.5731 -1.7299
H -4.7074 -3.1071 -1.7274

Record 2
84
Properties=species:S:1:pos:R:3 method="wB97M-V/def2-TZVPD" total_charge=-1 homo_lumo_gap_ev=8.03 total_energy_ha=-2014.61002 lumo_ev=2.65
C -3.1626 -4.5919 3.3707
O -4.1017 -3.6277 2.9456
C -3.5839 -2.3154 2.8465
C -3.2324 -1.9252 1.4023
C -2.2494 -0.7377 1.3938
C -2.5680 0.2654 0.2397
C -3.4098 1.4625 0.7119
C -2.7178 2.8279 0.5617
C -1.9530 3.0609 -0.7483
C -2.6950 2.6586 -2.0588
C -1.8008 1.7904 -2.9939
C -0.6332 2.6497 -3.4696
C 0.5696 1.9191 -4.1281
C 0.8557 0.4970 -3.6412
C 1.1077 0.3627 -2.1657
O 2.1744 1.1389 -1.6374
Al 2.1420 0.5702 0.1120
C 3.9687 0.1741 0.9557
C 3.7449 -0.7387 2.1174
O 4.5387 -1.5121 2.5260
C 1.2393 1.9809 1.2569
C 2.1198 2.5883 2.3623
C 1.2587 3.2034 3.4743
O 0.5748 2.1444 4.1178
C -0.5466 2.5634 4.8708
O 1.1730 -0.9588 -0.2089
C 1.3573 -1.0938 -1.6211
C 2.6835 -1.7116 -2.1094
C 3.4667 -2.5065 -1.0518
C 3.6277 -3.9883 -1.3747
N 4.0996 -4.2231 -2.7678
P 0.0362 -2.3473 -2.0282
N -0.1530 -2.7045 -3.5662
H -3.1168 -5.3834 2.6174
H -3.4435 -5.0482 4.3231
H -2.1485 -4.1990 3.4703
H -4.3332 -1.6001 3.1982
H -2.6914 -2.1478 3.4571
H -2.7541 -2.7782 0.9153
H -4.1465 -1.7166 0.8441
H -2.2100 -0.1961 2.3420
H -1.2517 -1.1201 1.1827
H -1.6120 0.5385 -0.1963
H -3.1723 -0.3014 -0.4689
H -3.5796 1.3226 1.7838
H -4.4048 1.5135 0.2676
H -1.9965 2.9444 1.3765
H -3.4533 3.6239 0.7083
H -1.0030 2.5280 -0.7385
H -1.6923 4.1188 -0.8139
H -3.6564 2.1782 -1.8750
H -2.8940 3.5694 -2.6335
H -1.5093 0.9190 -2.4185
H -2.4386 1.4900 -3.8262
H -1.0368 3.3144 -4.2403
H -0.2349 3.2959 -2.6889
H 1.4548 2.5173 -3.8949
H 0.5157 1.8920 -5.2179
H -0.0225 -0.1109 -3.8705
H 1.6965 0.0370 -4.1689
H 0.2697 0.6781 -1.5256
H 4.3603 1.1473 1.2639
H 4.6600 -0.2970 0.2585
H 2.7385 -0.6711 2.5946
H 0.3165 1.5955 1.7048
H 0.9474 2.7895 0.5735
H 2.6947 1.8089 2.8645
H 2.7875 3.3697 1.9956
H 1.9539 3.6726 4.1929
H 0.5930 3.9803 3.0824
H -0.2791 2.5380 5.9331
H -0.9352 3.5371 4.5709
H -1.3347 1.8191 4.7326
H 2.5104 -2.3643 -2.9667
H 3.3146 -0.8955 -2.4634
H 3.0731 -2.4234 -0.0394
H 4.4742 -2.0941 -1.0156
H 2.7278 -4.5799 -1.1777
H 4.4121 -4.3843 -0.7269
H 3.3531 -4.6448 -3.3127
H 4.8014 -4.9553 -2.7285
H -1.1655 -1.8450 -1.4787
H 0.3297 -3.5554 -1.3431
H 0.5145 -2.1915 -4.1312

What did the first record say?
85
Properties=species:S:1:pos:R:3 method="wB97M-V/def2-TZVPD" total_charge=+4 homo_lumo_gap_ev="2.92 / 2.89" total_energy_ha=-2425.93387 lumo_ev="-14.42 / -14.44" relative_energy_kj_mol=0.0
Zr 0.1933 0.2620 0.0028
P -1.5491 1.0469 -1.9430
P 2.2043 -0.5962 -1.4334
P 0.3510 2.9402 0.1532
H 1.0808 -0.9453 2.3930
C 0.7852 0.1100 2.3099
C -0.5995 0.4646 2.3309
H -1.3515 -0.3251 2.4767
C -2.4902 -0.3222 -2.6987
C -1.1290 1.9511 -3.4802
C -2.9489 2.0273 -1.2871
C 3.5147 -1.2229 -0.3329
C 1.9090 -2.0424 -2.5156
C 3.0397 0.5680 -2.5686
C -0.8323 3.8894 1.1756
C 0.4579 4.0711 -1.2772
C 1.8804 3.4944 0.9606
H 1.5738 0.7651 2.6864
H -0.9741 1.4231 2.7027
H -3.2016 -0.7344 -1.9750
H -1.8140 -1.1223 -3.0234
H -3.0450 0.0509 -3.5709
H -0.3579 1.3953 -4.0275
H -0.7623 2.9604 -3.2750
H -2.0279 2.0152 -4.1092
H -3.6244 1.3784 -0.7167
H -3.4979 2.4802 -2.1235
H -2.5914 2.8231 -0.6244
H 4.5099 -0.9777 -0.7230
H 3.4170 -2.3097 -0.2299
H 3.4171 -0.8173 0.6832
H 2.8099 -2.3073 -3.0861
H 1.1011 -1.8215 -3.2254
H 1.6085 -2.9133 -1.9179
H 3.8138 0.0568 -3.1564
H 3.5044 1.3885 -2.0062
H 2.3055 1.0038 -3.2610
H -0.3996 4.8888 1.3091
H -0.9666 3.4236 2.1548
H -1.8071 3.9831 0.6902
H 0.9891 4.9743 -0.9503
H -0.5357 4.3581 -1.6340
H 1.0263 3.6092 -2.0893
H 1.7915 4.5634 1.1763
H 2.7467 3.3280 0.3127
H 2.0217 2.9401 1.8868
C 4.6662 1.7635 2.3425
C 5.9665 1.2312 2.2278
C 6.9707 1.7270 3.0676
C 6.7233 2.7714 3.9642
C 5.4566 3.3663 3.9831
C 4.4404 2.8833 3.1595
O 3.5395 1.1164 1.8446
H 3.5679 0.8769 0.8832
H 6.1657 0.4092 1.5389
H 7.9693 1.2865 3.0332
H 7.4951 3.1223 4.6612
H 5.2560 4.2062 4.6435
H 3.4427 3.3267 3.1766
C -4.0264 -5.0074 0.0767
N -2.7520 -4.3473 -0.1163
N -2.6358 -2.9967 -0.0524
C -1.3217 -2.6682 -0.0818
O -0.8941 -1.4381 -0.0549
C -0.5956 -3.8792 -0.1370
C -1.5248 -4.9007 -0.1145
C -1.3242 -6.3661 -0.0841
C -3.7964 -2.1535 -0.0071
C -3.9084 -1.1673 0.9758
C -4.9983 -0.2919 0.9582
C -5.9913 -0.4359 -0.0190
C -5.8999 -1.4536 -0.9784
C -4.7910 -2.3078 -0.9818
H -3.8406 -6.0840 0.1035
H -4.7064 -4.8093 -0.7587
H -4.5058 -4.7053 1.0199
H 0.4797 -3.9447 -0.1369
H -1.6717 -6.8253 0.8560
H -1.8213 -6.8716 -0.9271
H -0.2450 -6.5562 -0.1658
H -3.1539 -1.1278 1.7625
H -5.0668 0.4897 1.7199
H -6.8241 0.2648 -0.0682
H -6.6834 -1.5731 -1.7299
H -4.7074 -3.1071 -1.7274